Entry 1:
Entry from the Open Molecules 2025 dataset: C3H3NO4 as an isolated structure at a distorted geometry (wB97M-V/def2-TZVPD).

Structure (XYZ):
```
11
Properties=species:S:1:pos:R:3:forces:R:3:nbo_charge:R:1
C -0.2375 1.0470 -0.5649 -1.9 2.3 1.4 0.614
C -0.1513 1.3507 0.9744 -1.6 -0.1 1.8 -0.191
C 0.2568 -0.8692 0.7161 0.8 -5.3 4.7 0.857
H -0.3171 -0.5711 -2.4493 -0.1 0.1 0.3 0.486
H 0.2457 2.3852 1.4593 -1.0 -2.8 -1.6 0.278
H -1.5468 1.1476 1.2571 4.6 0.6 -0.3 0.238
N 0.2191 -0.2475 -0.5589 -0.6 -3.1 -3.9 -0.221
O 0.1878 -1.1214 -1.8224 -0.2 1.9 2.9 -0.489
O -0.8644 1.7655 -1.3616 2.4 -2.6 1.2 -0.549
O 0.7448 0.1426 1.5374 -3.7 1.4 -1.8 -0.490
O 0.0413 -2.0868 1.2580 1.2 7.7 -4.8 -0.532
```
Forces are in eV/Å.

Summary:
* frontier orbital gap: 10.661 eV
* LUMO: -0.014 Ha
* energy relative to the best compared isomer or geometry (same formula, charge and spin): 575.05 kJ/mol
* HOMO level: -0.40623 hartree
* DFT total energy: -471.654147 hartree
* maximum force: 9.13 eV/A
* 2S+1: 1

---

Entry 2:
Entry from the Open Molecules 2025 dataset: a 2-piece molecular cluster, C3H3NO4 overall at a distorted geometry (wB97M-V/def2-TZVPD).

Structure (XYZ):
```
11
Properties=species:S:1:pos:R:3:forces:R:3:nbo_charge:R:1
C 0.5906 -0.1583 -0.5840 1.8 -1.0 -0.6 0.477
C -0.3437 0.1787 0.4276 -3.5 0.6 1.4 0.467
C 0.4303 -0.4880 1.8087 -4.9 2.0 3.9 0.326
H -1.5533 0.9158 -1.4863 4.2 0.3 -2.6 0.510
H 0.8674 -0.1788 -2.6969 -0.8 -1.1 2.5 0.410
H 1.3868 -1.0279 1.8493 -0.6 0.4 0.0 0.208
N 0.1951 -0.1379 -1.8479 2.3 0.8 -4.3 -0.295
O -0.5174 0.9745 -2.2987 -5.4 0.2 3.5 -0.579
O 1.5180 -0.7321 -0.0337 2.1 -0.5 -3.3 -0.553
O -1.5003 0.5883 0.1836 2.9 -1.0 1.7 -0.499
O -0.2665 -0.3230 2.8182 2.0 -0.6 -2.2 -0.471
```
Forces are in eV/Å.

Summary:
* frontier orbital gap: 8.353 eV
* LUMO: -0.058 Ha
* energy relative to the best compared isomer or geometry (same formula, charge and spin): 667.05 kJ/mol
* HOMO level: -0.36458 hartree
* DFT total energy: -471.619106 hartree
* maximum force: 6.56 eV/A
* 2S+1: 1

---

Entry 3:
Entry from the Open Molecules 2025 dataset: one molecule with the formula C3H3NO4 at a distorted geometry (wB97M-V/def2-TZVPD).

Structure (XYZ):
```
11
Properties=species:S:1:pos:R:3:forces:R:3:nbo_charge:R:1
O 2.2718 0.2557 -0.1689 -2.1 0.4 0.3 -0.574
C 1.1023 -0.1108 -0.0110 4.6 1.0 0.4 0.597
C 0.7309 -1.5075 0.1405 -2.4 -1.3 -1.2 -0.163
O -0.7268 -1.4069 -0.0034 0.5 -1.7 -0.9 -0.478
C -1.1355 -0.1442 -0.1028 -1.3 -1.1 1.7 0.859
O -2.2850 0.1313 -0.0988 -0.5 1.0 -0.7 -0.535
N -0.0185 0.6155 0.0910 0.1 2.9 -0.3 -0.190
O -0.1073 2.0292 0.1130 -2.4 -2.4 0.0 -0.474
H 1.1632 -2.1160 -0.6815 -0.3 0.3 0.6 0.232
H 0.7843 -1.9937 1.1007 1.0 0.2 0.4 0.240
H 0.7732 2.3020 0.0487 2.7 0.7 -0.2 0.486
```
Forces are in eV/Å.

Summary:
* frontier orbital gap: 11.333 eV
* LUMO: 0.018 Ha
* energy relative to the best compared isomer or geometry (same formula, charge and spin): 238.12 kJ/mol
* HOMO level: -0.39872 hartree
* DFT total energy: -471.782479 hartree
* maximum force: 4.73 eV/A
* SMILES: O=C1COC(=O)N1O
* 2S+1: 1

---

Entry 4:
Entry from the Open Molecules 2025 dataset: one molecule with the formula C3H3NOS at a distorted geometry (wB97M-V/def2-TZVPD).

Structure (XYZ):
```
9
Properties=species:S:1:pos:R:3:forces:R:3:nbo_charge:R:1
S -2.3991 -0.5349 -0.0036 -0.1 0.8 0.0 0.075
C -0.6489 -0.4793 -0.0015 1.1 -0.4 -0.4 -0.014
C 0.2364 0.6698 -0.0192 0.6 -1.4 -0.1 -0.379
C 1.4905 0.1243 -0.0137 -0.7 -0.7 0.5 0.149
O 1.3753 -1.2396 0.0140 0.0 0.6 -0.3 -0.298
N 0.0108 -1.6299 -0.0355 0.5 2.1 0.5 -0.134
H -2.5710 0.8202 0.0767 0.1 -0.7 -0.1 0.136
H -0.0128 1.6971 -0.0918 -0.3 0.6 0.1 0.237
H 2.5188 0.5723 0.0746 -1.4 -0.8 -0.3 0.228
```
Forces are in eV/Å.

Summary:
* frontier orbital gap: 10.014 eV
* LUMO: 0.026 Ha
* energy relative to the best compared isomer or geometry (same formula, charge and spin): 141.52 kJ/mol
* HOMO level: -0.34222 hartree
* DFT total energy: -644.233029 hartree
* maximum force: 2.21 eV/A
* SMILES: Sc1ccon1
* 2S+1: 1

---

Entry 5:
Entry from the Open Molecules 2025 dataset: one molecule with the formula C3H3NOS at a distorted geometry (wB97M-V/def2-TZVPD).

Structure (XYZ):
```
9
Properties=species:S:1:pos:R:3:forces:R:3:nbo_charge:R:1
H 0.3718 -1.0429 2.4352 -0.7 -0.5 -0.3 0.376
N 0.3206 -0.6052 1.5228 2.4 0.8 2.0 -0.593
C -0.5343 -0.7176 0.6711 -1.5 1.0 -3.4 0.082
C -0.4498 0.1266 -0.6861 -2.6 -2.4 -0.3 0.438
O -1.4330 -0.0874 -1.4171 2.4 1.1 1.1 -0.506
C 0.7598 0.8888 -1.0105 0.0 1.3 0.5 -0.354
S 1.0023 2.2950 -0.2216 0.1 -1.1 -0.8 0.149
H -1.4530 -1.2740 0.4564 -0.1 -0.5 1.1 0.181
H 1.4156 0.4166 -1.7502 0.1 0.4 0.2 0.227
```
Forces are in eV/Å.

Summary:
* frontier orbital gap: 8.090 eV
* LUMO: -0.037 Ha
* energy relative to the best compared isomer or geometry (same formula, charge and spin): 197.41 kJ/mol
* HOMO level: -0.33425 hartree
* DFT total energy: -644.211740 hartree
* maximum force: 3.88 eV/A
* SMILES: [H]/N=C/C(=O)C=S
* 2S+1: 1

---

Entry 6:
Entry from the Open Molecules 2025 dataset: one molecule with the formula C3H3NOS at a distorted geometry (wB97M-V/def2-TZVPD).

Structure (XYZ):
```
9
Properties=species:S:1:pos:R:3:forces:R:3:nbo_charge:R:1
S -1.7048 -0.5689 -1.5809 -0.8 -0.5 -0.6 0.087
C -0.3496 -0.0491 -0.6570 -0.3 0.6 -0.1 -0.036
C 0.0424 -0.2957 0.6704 0.5 -0.6 0.9 -0.372
C 1.1683 0.4608 0.8023 -1.9 0.2 -0.9 0.151
O 1.3048 1.2136 -0.2879 1.5 -0.1 -0.3 -0.264
N 0.4060 0.8356 -1.2407 -0.2 0.3 0.0 -0.146
H -2.3063 -1.2989 -0.6377 0.1 0.0 0.1 0.126
H -0.4477 -0.9447 1.3933 0.4 0.2 -0.3 0.242
H 1.8869 0.6473 1.5381 0.7 0.1 1.1 0.212
```
Forces are in eV/Å.

Summary:
* frontier orbital gap: 9.946 eV
* LUMO: 0.028 Ha
* energy relative to the best compared isomer or geometry (same formula, charge and spin): 139.86 kJ/mol
* HOMO level: -0.33782 hartree
* DFT total energy: -644.233662 hartree
* maximum force: 2.09 eV/A
* SMILES: Sc1ccon1
* 2S+1: 1

---

Entry 7:
Entry from the Open Molecules 2025 dataset: one molecule with the formula C3H3NOS at a distorted geometry (wB97M-V/def2-TZVPD).

Structure (XYZ):
```
9
Properties=species:S:1:pos:R:3:forces:R:3:nbo_charge:R:1
C -0.8548 1.2345 0.6664 0.5 1.0 1.2 -0.208
C -0.4422 1.8824 1.8139 -0.3 -2.9 -2.1 0.667
C 0.8651 -0.3599 0.2568 2.7 -0.5 -0.4 -0.461
N -0.2067 0.4066 -0.0988 -2.7 0.6 0.0 -0.371
O 0.0190 2.7250 2.3980 1.2 2.5 2.6 -0.390
S 1.4389 -1.0784 1.7959 -0.6 0.8 0.4 0.022
H -1.7470 1.8052 0.4675 -0.7 -0.5 -1.2 0.234
H 0.8211 -1.2387 -0.3768 0.4 -0.1 -0.5 0.242
H 1.7693 0.2720 -0.0530 -0.5 -1.0 0.1 0.265
```
Forces are in eV/Å.

Summary:
* frontier orbital gap (alpha / beta): 8.856 / 5.708 eV
* LUMO (alpha / beta): -0.021 / -0.073 Ha
* energy relative to the best compared isomer or geometry (same formula, charge and spin): 392.06 kJ/mol
* HOMO level (alpha / beta): -0.34640 / -0.28298 hartree
* DFT total energy: -644.137604 hartree
* maximum force: 3.83 eV/A
* 2S+1: 1

---

Entry 8:
Entry from the Open Molecules 2025 dataset: one molecule with the formula C3H3NOS at a distorted geometry (wB97M-V/def2-TZVPD).

Structure (XYZ):
```
9
Properties=species:S:1:pos:R:3:forces:R:3:nbo_charge:R:1
N -3.0797 0.9041 0.4731 -0.4 -0.3 0.2 -0.381
C -2.1220 0.4165 0.8836 1.8 0.2 -0.7 0.546
O -0.9376 0.0170 1.2829 -1.0 -0.1 0.7 -0.472
C 0.2024 -0.0088 0.5095 1.3 0.3 -1.9 0.080
C 0.4039 -0.3815 -0.7488 -0.5 -0.8 -0.5 -0.355
S 2.0701 -0.5121 -1.4831 -1.4 0.2 0.3 0.035
H 1.1297 0.3788 0.8891 -0.4 0.2 1.7 0.190
H -0.4141 -0.7369 -1.3935 0.5 0.1 0.2 0.236
H 2.7474 -0.0773 -0.4128 0.0 0.0 0.1 0.120
```
Forces are in eV/Å.

Summary:
* frontier orbital gap: 9.911 eV
* LUMO: 0.023 Ha
* energy relative to the best compared isomer or geometry (same formula, charge and spin): 217.21 kJ/mol
* HOMO level: -0.34155 hartree
* DFT total energy: -644.204200 hartree
* maximum force: 2.35 eV/A
* SMILES: N#CO/C=C/S
* 2S+1: 1

---

Entry 9:
Entry from the Open Molecules 2025 dataset: one molecule with the formula C3H3NOS2 at a distorted geometry (wB97M-V/def2-TZVPD).

Structure (XYZ):
```
10
Properties=species:S:1:pos:R:3:forces:R:3:nbo_charge:R:1
S -1.2641 -1.2989 2.6031 1.1 0.0 -0.9 0.091
C -0.2509 -0.9481 1.3658 -0.7 -0.8 0.6 -0.311
C -0.5243 0.2963 0.5478 1.8 0.0 -1.8 -0.100
O 0.6939 1.0465 0.3561 0.8 1.0 0.8 -0.411
N 1.2790 1.1536 -0.9493 0.0 -0.5 2.2 -0.094
C 0.7063 0.3015 -1.6453 -1.0 0.8 -6.7 -0.154
S -0.8228 -0.3848 -1.1723 -0.2 -0.1 0.4 0.245
H 0.5532 -1.7003 0.9698 -1.3 1.7 0.8 0.236
H -1.2426 1.0686 0.8737 -0.1 -1.2 0.2 0.245
H 0.8723 0.4655 -2.9495 -0.2 -1.0 4.3 0.252
```
Forces are in eV/Å.

Summary:
* frontier orbital gap: 8.287 eV
* LUMO: -0.033 Ha
* energy relative to the best compared isomer or geometry (same formula, charge and spin): 424.50 kJ/mol
* HOMO level: -0.33737 hartree
* DFT total energy: -1042.336996 hartree
* maximum force: 6.79 eV/A
* SMILES: S=C[C@H]1ON=CS1
* 2S+1: 1

---

Entry 10:
Entry from the Open Molecules 2025 dataset: one molecule with the formula C3H3NOS2 at a distorted geometry (wB97M-V/def2-TZVPD).

Structure (XYZ):
```
10
Properties=species:S:1:pos:R:3:forces:R:3:nbo_charge:R:1
C 1.7653 -0.3324 -0.4036 -0.7 4.3 1.3 -0.239
C 0.5163 -0.5758 0.1982 -1.0 -0.2 -0.1 -0.571
C -0.3840 -1.5557 0.1015 0.6 -1.6 0.5 0.756
N -1.5958 1.1430 0.0367 3.1 -1.1 -0.3 -0.967
O -1.0913 -2.4663 0.1764 0.0 0.4 -0.6 -0.416
S 2.6346 1.0607 -0.4619 -0.6 -0.4 0.5 -0.022
S -0.4977 0.3708 1.2284 -1.6 1.4 0.4 0.514
H 2.1412 -1.0568 -0.9572 1.6 -3.8 -2.3 0.193
H -1.0104 1.9184 -0.1940 -0.1 0.8 -0.7 0.369
H -2.4782 1.4940 0.2757 -1.4 0.1 1.3 0.383
```
Forces are in eV/Å.

Summary:
* frontier orbital gap: 8.238 eV
* LUMO: -0.021 Ha
* energy relative to the best compared isomer or geometry (same formula, charge and spin): 264.71 kJ/mol
* HOMO level: -0.32386 hartree
* DFT total energy: -1042.397856 hartree
* maximum force: 4.69 eV/A
* 2S+1: 1